Record 1
{"formula": "C5H14", "method": "ωB97M-V/def2-TZVPD", "elements": ["C", "C", "C", "H", "H", "H", "H", "H", "H", "H", "H", "C", "C", "H", "H", "H", "H", "H", "H"], "coordinates": [[-2.36239, -2.04211, 0.72977], [-1.02981, -1.36740, 1.33053], [0.06013, -1.49558, 0.23699], [-2.19334, -1.75611, -0.31810], [-2.18607, -3.11131, 0.66206], [-3.28915, -1.67465, 1.13157], [-0.85227, -1.86224, 2.27587], [-1.34045, -0.28893, 1.47055], [0.29492, -2.55488, 0.30257], [1.02007, -0.97098, 0.41334], [-0.11787, -0.91014, -0.68766], [1.54623, 2.73764, -0.32021], [1.38808, 1.84834, -1.58517], [0.72402, 3.48600, -0.34271], [1.59348, 2.22414, 0.62874], [2.53938, 3.17676, -0.33371], [0.39919, 1.66732, -1.96071], [2.19279, 2.12030, -2.28728], [1.61306, 0.77383, -1.34644]], "mulliken_charge": [-1.064, -0.243, -1.112, 0.282, 0.325, 0.327, 0.296, 0.248, 0.320, 0.301, 0.315, -0.797, -0.722, 0.230, 0.270, 0.304, 0.334, 0.290, 0.097], "multiplicity": 1, "homo_ev": -10.92, "lumo_ev": 1.09, "de_lowest_ev": 1.351, "e_tot_ha": -198.8395, "homo_lumo_gap_ev": 12.01}

=====

Record 2
{"formula": "C21H24N4O4", "method": "ωB97M-V/def2-TZVPD", "elements": ["C", "O", "C", "C", "C", "C", "N", "C", "O", "C", "C", "C", "C", "C", "N", "N", "N", "C", "C", "C", "C", "C", "C", "C", "O", "C", "C", "O", "C", "H", "H", "H", "H", "H", "H", "H", "H", "H", "H", "H", "H", "H", "H", "H", "H", "H", "H", "H", "H", "H", "H", "H", "H"], "coordinates": [[2.71798, -5.04493, -2.32862], [1.42571, -4.56005, -2.61478], [0.79155, -3.70590, -1.75731], [-0.57643, -3.58007, -1.98254], [-1.36753, -2.73387, -1.23426], [-0.79362, -1.98880, -0.21237], [-1.60820, -1.12697, 0.53311], [-1.22804, -0.10815, 1.35005], [-0.07521, 0.16855, 1.60914], [-2.41514, 0.67460, 1.89808], [-1.96369, 1.73379, 2.90644], [-2.75677, 3.04490, 2.84689], [-2.05722, 4.16844, 2.07818], [-2.11047, 4.07241, 0.55210], [-1.28063, 3.03608, -0.03405], [-1.94262, 2.12098, -0.73653], [-1.36842, 1.22959, -1.38737], [0.00144, 1.14349, -1.40108], [0.61959, 0.14041, -2.15542], [1.99149, 0.04453, -2.15526], [2.76846, 0.93030, -1.40697], [2.17421, 1.92982, -0.66888], [0.78571, 2.04952, -0.66478], [0.10915, 3.12054, 0.06124], [0.64146, 4.02819, 0.66471], [0.56652, -2.11548, 0.03994], [1.37313, -2.94510, -0.72656], [2.72657, -3.03664, -0.52695], [3.30300, -2.30479, 0.52832], [2.77213, -5.48070, -1.32837], [3.47635, -4.26499, -2.42153], [2.90134, -5.82094, -3.07208], [-1.00124, -4.16825, -2.78024], [-2.42262, -2.64974, -1.44615], [-2.59063, -1.18441, 0.30330], [-3.11909, -0.02584, 2.35240], [-2.91803, 1.14081, 1.04636], [-2.03266, 1.31048, 3.90952], [-0.90605, 1.94220, 2.72875], [-3.74666, 2.86759, 2.42041], [-2.90631, 3.40471, 3.86671], [-1.01478, 4.23474, 2.39008], [-2.53935, 5.11356, 2.33825], [-3.12896, 3.87675, 0.20951], [-1.76700, 5.02802, 0.14191], [0.00336, -0.54180, -2.71838], [2.47315, -0.73040, -2.73290], [3.84430, 0.83221, -1.41314], [2.75310, 2.63054, -0.08689], [0.99282, -1.52453, 0.82968], [2.90439, -2.61611, 1.49855], [4.36784, -2.53094, 0.48666], [3.15259, -1.22834, 0.40311]], "mulliken_charge": [-0.709, -0.499, 0.457, -0.857, -0.903, -0.329, 0.078, 0.176, -0.646, -0.987, -0.801, -0.801, -0.713, -0.915, 1.057, -0.896, -0.746, 0.395, -0.309, -0.308, -0.807, -0.664, 0.582, 0.369, -0.687, 0.328, 0.705, -0.432, -0.822, 0.275, 0.205, 0.314, 0.426, 0.339, 0.265, 0.590, 0.541, 0.608, 0.336, 0.358, 0.341, 0.331, 0.404, 0.441, 0.393, 0.635, 0.409, 0.468, 0.518, 0.654, 0.367, 0.247, 0.220], "multiplicity": 1, "homo_ev": -7.72, "lumo_ev": 0.18, "de_lowest_ev": 3.390, "e_tot_ha": -1334.5929, "homo_lumo_gap_ev": 7.90}

=====

Record 3
{"formula": "C2H2N2O", "method": "ωB97M-V/def2-TZVPD", "elements": ["O", "C", "N", "C", "N", "H", "H"], "coordinates": [[1.36623, 1.22440, -0.04174], [1.13377, 0.04210, 0.00733], [0.23259, -0.85945, 0.03898], [-1.40171, 0.03466, -0.01306], [-1.19611, 1.19360, -0.05734], [1.91477, -0.81187, 0.05192], [-2.04953, -0.82345, 0.01391]], "mulliken_charge": [-0.473, 0.387, -0.369, 0.141, -0.297, 0.294, 0.317], "multiplicity": 1, "homo_ev": [-10.82, -10.82], "lumo_ev": [-2.17, -2.17], "de_lowest_ev": 4.457, "e_tot_ha": -262.0001, "homo_lumo_gap_ev": [8.65, 8.65]}